[1]
Entry from OMol25: an isolated molecule of C5H10N2 in a non-equilibrium geometry (ωB97M-V/def2-TZVPD).

Calculated values
**Charge**: 0
**Kohn-Sham gap**: 0.3788 hartree
**Total energy**: -8324.7942 eV
**Lowest unoccupied orbital energy**: 0.040 Eh
**Energy above the lowest of the compared OMol25 structures with the same formula, charge and spin**: 2.539 eV
**Highest occupied orbital energy**: -9.2 eV

The geometry in XYZ format:
```
17
C5H10N2, DFT ωB97M-V/def2-TZVPD
C -2.071 -0.180 -0.066
C -1.114 -0.378 -1.235
N -0.208 0.704 -1.629
C 0.368 -0.448 -0.973
C 1.025 -0.520 0.377
C 2.080 0.447 0.706
N 0.953 0.326 1.614
H -2.749 0.669 -0.230
H -1.514 -0.005 0.858
H -2.706 -1.060 0.097
H -1.564 -0.890 -2.092
H -0.268 1.533 -1.043
H 1.151 -0.992 -1.528
H 1.192 -1.583 0.579
H 3.030 0.090 1.075
H 2.121 1.330 0.071
H 0.347 1.144 1.545
```

---

[2]
Entry from OMol25: an isolated molecule of C4H8O2 (ωB97M-V/def2-TZVPD).

Calculated values
**Charge**: 0
**Kohn-Sham gap**: 0.3819 hartree
**Total energy**: -8371.3082 eV
**Lowest unoccupied orbital energy**: 0.038 Eh
**Energy above the lowest of the compared OMol25 structures with the same formula, charge and spin**: 1.974 eV
**Highest occupied orbital energy**: -9.4 eV

The geometry in XYZ format:
```
14
C4H8O2, DFT ωB97M-V/def2-TZVPD
C -0.873 -1.151 -0.017
C -1.385 0.297 -0.285
O -0.371 1.319 -0.412
C 0.848 1.125 0.271
C 1.407 -0.271 0.031
O 0.495 -1.270 0.434
H -1.447 -1.608 0.800
H -1.007 -1.786 -0.907
H -1.907 0.338 -1.251
H -2.104 0.608 0.490
H 0.754 1.304 1.358
H 1.581 1.834 -0.139
H 2.306 -0.363 0.657
H 1.702 -0.376 -1.029
```

---

[3]
Entry from OMol25: a structure of composition C14H13LiN4O2 in a non-equilibrium geometry (ωB97M-V/def2-TZVPD).

Calculated values
**Charge**: 0
**Kohn-Sham gap**: 0.2300 hartree
**Total energy**: -24989.9105 eV
**Lowest unoccupied orbital energy**: -0.006 Eh
**Energy above the lowest of the compared OMol25 structures with the same formula, charge and spin**: 1.592 eV
**Highest occupied orbital energy**: -6.4 eV

The geometry in XYZ format:
```
34
C14H13LiN4O2, DFT ωB97M-V/def2-TZVPD
Li 10.282 -5.963 9.803
N 11.585 -8.836 12.696
C 10.255 -9.259 12.907
C 9.508 -8.521 12.046
N 10.295 -7.658 11.322
C 11.553 -7.880 11.726
C 12.712 -7.168 11.166
N 12.559 -6.222 10.246
C 13.806 -5.767 9.929
C 14.745 -6.427 10.680
N 14.028 -7.304 11.492
H 12.419 -9.205 13.145
H 9.990 -10.010 13.628
H 8.431 -8.476 11.895
H 13.939 -4.983 9.188
H 15.827 -6.335 10.744
H 14.398 -7.905 12.218
C 10.099 -2.926 6.805
C 9.589 -4.083 7.603
O 10.370 -4.636 8.319
C 8.126 -4.201 7.568
C 7.239 -3.441 6.774
C 5.867 -3.676 6.869
C 5.364 -4.611 7.755
C 6.178 -5.347 8.576
C 7.600 -5.198 8.545
O 8.398 -5.847 9.248
H 11.099 -2.655 7.209
H 9.273 -2.214 6.453
H 10.495 -2.693 5.806
H 7.567 -2.707 6.059
H 5.187 -3.116 6.213
H 4.281 -4.765 7.771
H 5.776 -6.076 9.291
```

---

[4]
Entry from OMol25: a cluster of 13 separate species, C30H89N3O22 in total in a non-equilibrium geometry (ωB97M-V/def2-TZVPD).

Calculated values
**Charge**: 0
**Kohn-Sham gap**: 0.3283 hartree
**Total energy**: -82054.8013 eV
**Lowest unoccupied orbital energy**: 0.008 Eh
**Highest occupied orbital energy**: -8.7 eV

The geometry in XYZ format:
```
144
C30H89N3O22, DFT ωB97M-V/def2-TZVPD
C -7.170 -0.111 -5.683
O -7.692 -0.686 -4.522
C -8.169 -2.080 -4.517
C -8.534 -2.689 -3.111
N -7.249 -2.877 -2.504
C -7.411 -3.358 -1.100
C -6.161 -3.491 -0.376
O -5.276 -4.536 -0.914
C -4.027 -4.717 -0.277
H -7.438 -0.677 -6.575
H -6.093 -0.051 -5.521
H -7.644 0.870 -5.676
H -7.202 -2.502 -4.787
H -8.919 -2.341 -5.264
H -9.166 -3.569 -3.240
H -9.160 -2.031 -2.508
H -6.682 -3.565 -2.979
H -7.954 -4.300 -1.030
H -7.967 -2.552 -0.620
H -6.206 -3.639 0.703
H -5.719 -2.504 -0.513
H -3.371 -3.904 -0.588
H -3.543 -5.574 -0.744
H -3.926 -4.761 0.808
C 1.242 0.512 -0.590
O 0.232 0.743 0.365
C 0.655 0.943 1.710
C 0.994 -0.236 2.650
N 2.111 -0.996 2.093
C 2.436 -2.164 2.813
C 3.051 -1.746 4.139
O 1.998 -1.623 5.129
C 2.440 -0.533 6.024
H 1.875 -0.352 -0.390
H 2.050 1.237 -0.493
H 0.801 0.569 -1.585
H -0.149 1.443 2.248
H 1.568 1.526 1.589
H 0.095 -0.830 2.487
H 1.100 0.031 3.702
H 1.788 -1.169 1.152
H 3.004 -2.820 2.154
H 1.522 -2.726 3.003
H 3.771 -0.941 3.992
H 3.742 -2.470 4.570
H 2.566 0.307 5.341
H 3.462 -0.816 6.278
H 1.731 -0.375 6.837
C 0.798 6.803 -4.147
O 1.169 6.846 -5.525
C 0.127 7.337 -6.402
C -0.868 6.335 -7.026
N -1.806 7.013 -7.964
C -2.255 8.418 -7.723
C -3.520 8.606 -8.563
O -4.660 7.816 -8.238
C -5.208 7.824 -6.894
H 1.511 6.169 -3.619
H -0.174 6.357 -3.938
H 0.777 7.816 -3.745
H 0.557 8.094 -7.057
H -0.374 8.078 -5.779
H -1.438 5.890 -6.210
H -0.345 5.535 -7.550
H -2.625 6.428 -8.044
H -1.525 9.214 -7.870
H -2.633 8.512 -6.706
H -3.421 8.496 -9.643
H -3.665 9.674 -8.401
H -5.686 8.749 -6.571
H -4.611 7.525 -6.032
H -6.002 7.078 -6.847
C -4.915 -2.046 7.222
C -3.427 -2.531 7.382
O -3.151 -3.621 6.515
O -5.939 -3.020 7.518
H -5.118 -1.674 6.218
H -4.986 -1.154 7.844
H -3.383 -2.956 8.384
H -2.757 -1.671 7.376
H -3.884 -4.237 6.593
H -6.666 -2.546 7.928
C 7.863 -1.352 -1.071
C 6.708 -0.373 -1.168
O 6.300 -0.092 0.165
O 8.620 -1.701 -2.268
H 7.575 -2.358 -0.767
H 8.616 -0.969 -0.381
H 5.865 -0.717 -1.766
H 7.129 0.516 -1.637
H 5.516 -0.586 0.415
H 9.252 -2.290 -1.850
C 8.057 -6.293 7.511
C 7.196 -6.250 8.785
O 7.826 -6.807 9.898
O 8.425 -7.589 7.000
H 8.906 -5.680 7.813
H 7.489 -5.742 6.761
H 6.323 -6.896 8.692
H 6.904 -5.230 9.036
H 7.985 -7.735 9.708
H 9.093 -8.086 7.478
C 2.982 6.016 3.326
C 4.404 5.283 3.534
O 5.263 6.143 4.263
O 3.034 7.213 2.658
H 2.695 6.245 4.353
H 2.104 5.564 2.865
H 5.072 5.160 2.682
H 4.455 4.349 4.094
H 4.888 6.445 5.094
H 3.778 7.808 2.778
C 3.986 -6.393 -3.282
C 3.132 -5.814 -2.067
O 2.883 -4.397 -2.232
O 3.250 -6.264 -4.454
H 4.416 -7.382 -3.128
H 4.870 -5.755 -3.315
H 3.459 -6.171 -1.090
H 2.161 -6.294 -2.192
H 2.671 -4.202 -3.148
H 3.855 -6.027 -5.160
C -5.510 1.871 -1.864
C -6.438 2.945 -2.400
O -7.833 2.474 -2.492
O -5.136 0.889 -2.838
H -6.034 1.438 -1.013
H -4.721 2.462 -1.399
H -6.180 3.333 -3.386
H -6.462 3.747 -1.663
H -7.916 1.764 -3.133
H -5.868 0.273 -2.761
O 1.489 -7.674 3.479
H 2.027 -8.464 3.442
H 1.478 -7.434 4.405
O 4.877 3.608 -4.970
H 4.215 4.287 -4.841
H 4.666 3.225 -5.821
O 8.209 1.662 3.943
H 7.428 1.397 3.458
H 8.924 1.178 3.529
O 0.981 -5.425 7.560
H 0.058 -5.257 7.370
H 1.430 -4.624 7.291
```